70
Properties=species:S:1:pos:R:3:forces:R:3:lowdin_charge:R:1 method="wB97M-V/def2-TZVPD" spin_multiplicity=1 lumo_energy_ev=-1.050 gap_ha=0.2079 e_homo_ev=-6.71 total_charge=0 de_lowest_kcal_mol=5.75
Sr -0.83696 -0.89978 -1.16819 -1.2821 0.5228 0.6983 1.4789
O -3.47294 -0.12249 -0.30598 0.0376 -0.0076 -0.1397 -0.1517
C -2.59850 0.76116 -0.24499 0.1644 -0.3498 -0.0949 -0.4407
C -2.89704 2.08033 0.37936 0.1154 0.1434 0.0048 -0.2651
C -4.15984 2.59880 0.63891 0.0364 -0.0025 -0.0189 -0.0265
C -4.27519 3.85880 1.20194 -0.0834 0.0461 0.0173 -0.0793
C -3.13465 4.59467 1.50556 0.0538 0.0380 0.0064 -0.0762
C -1.86723 4.08122 1.25791 -0.0999 -0.0282 -0.0254 -0.0680
C -1.74570 2.81923 0.68551 -0.1239 -0.0490 -0.0324 -0.3312
P -0.16292 1.95407 0.35437 0.1667 0.0347 -0.2515 1.0524
C 1.04754 3.28572 0.69184 0.0428 0.0163 0.1962 -0.3888
C 1.60370 3.54382 1.94365 -0.0141 -0.0067 -0.0169 -0.0886
C 2.50884 4.58198 2.11300 -0.0079 -0.0088 0.0172 -0.0837
C 2.86176 5.37980 1.03437 0.0146 0.0218 -0.0135 -0.0917
C 2.31571 5.12953 -0.21684 0.0169 0.0226 -0.0253 -0.0871
C 1.42338 4.08215 -0.38812 0.0146 0.0241 0.0056 -0.1077
C -0.00223 0.91032 1.85090 0.0038 -0.0728 0.0388 -0.3892
C -0.91296 0.91486 2.90617 -0.0063 -0.0035 -0.0040 -0.0710
C -0.74232 0.06318 3.98758 0.0149 0.0266 0.0558 -0.0796
C 0.34322 -0.79979 4.03517 0.0283 0.0189 0.0219 -0.0888
C 1.26196 -0.80685 2.99385 0.0169 0.0004 0.0019 -0.1040
C 1.08474 0.03562 1.90617 -0.0132 -0.0183 0.0139 -0.1214
H -5.03182 2.00485 0.39196 -0.0022 -0.0030 0.0003 0.1136
H -5.25256 4.27835 1.40773 0.0062 -0.0071 -0.0026 0.1013
H -3.23367 5.58126 1.94158 -0.0023 -0.0065 -0.0006 0.1024
H -0.99031 4.66499 1.50719 0.0141 -0.0115 -0.0023 0.1019
H 1.32771 2.92829 2.79174 0.0059 0.0123 -0.0028 0.1031
H 2.93550 4.76911 3.09047 0.0021 0.0048 -0.0049 0.1023
H 3.56578 6.19140 1.16663 -0.0008 -0.0021 -0.0021 0.1007
H 2.59306 5.74306 -1.06463 0.0075 0.0055 0.0101 0.1019
H 1.01510 3.87937 -1.37224 -0.0097 -0.0127 0.0059 0.1014
H -1.76806 1.57865 2.88035 0.0046 0.0013 -0.0007 0.1098
H -1.46643 0.06738 4.79317 0.0137 -0.0003 -0.0072 0.1086
H 0.47151 -1.46686 4.87835 0.0039 0.0022 -0.0003 0.1095
H 2.11176 -1.47720 3.02138 0.0012 0.0041 0.0100 0.1048
H 1.79576 0.00356 1.08717 0.0002 0.0151 -0.0133 0.1032
C 3.18802 -4.21543 -4.12675 0.0587 -0.0021 0.0533 -0.0317
C 2.39239 -3.28254 -4.99638 -0.0514 0.0381 -0.0564 -0.1857
C 1.55193 -3.82140 -5.97125 -0.0083 0.0544 0.0302 -0.0722
C 0.84561 -3.00545 -6.83233 -0.0084 -0.0229 -0.0113 -0.6706
Cl -0.19175 -3.72438 -8.03101 -0.0177 -0.0156 -0.0247 0.6485
C 0.95886 -1.62723 -6.76427 0.0064 -0.0102 0.0141 -0.0994
C 1.77868 -1.08099 -5.79606 0.0047 -0.0152 0.0369 0.0032
C 2.47969 -1.89185 -4.91210 0.0228 0.0420 -0.0065 -0.2435
O 3.31167 -1.23586 -4.02716 -0.0285 -0.0860 0.0250 -0.0315
C 3.12080 -1.45650 -2.64343 -0.0459 0.0003 0.0387 -0.0952
C 1.68649 -1.28372 -2.15247 0.4529 -0.1313 -0.1853 -0.6757
O 0.87234 -0.62557 -2.83623 0.0518 0.1229 -0.3917 -0.1443
O 1.40137 -1.81359 -1.03951 0.3015 -0.2315 0.2307 -0.2323
H 3.18361 -5.21692 -4.55433 0.0232 0.0071 -0.0120 0.0794
H 2.77652 -4.29136 -3.11834 -0.0079 0.0078 0.0061 0.0808
H 4.22423 -3.88522 -4.04097 -0.0087 0.0144 0.0187 0.0917
H 1.46543 -4.89601 -6.06670 0.0037 -0.0048 0.0017 0.1094
H 0.40663 -0.99998 -7.44972 0.0035 0.0073 0.0021 0.1056
H 1.87791 -0.00996 -5.68838 0.0033 -0.0029 0.0022 0.1282
H 3.72806 -0.70448 -2.13604 -0.0191 0.0148 -0.0073 0.1449
H 3.48091 -2.43125 -2.31661 -0.0194 -0.0390 -0.0211 0.1087
Se 0.20032 -3.65370 1.29411 -0.4505 0.3672 0.2115 1.1559
N -1.16304 -2.48091 1.06134 0.5422 -0.4199 -0.2578 -0.2714
C -1.88649 -2.51355 2.16169 -0.1303 0.0671 0.1192 -0.3775
C -3.08523 -1.75585 2.38499 0.0160 0.0114 -0.0978 -0.0117
C -3.70984 -1.87058 3.57790 -0.0120 -0.0096 -0.0245 -0.0623
C -3.21472 -2.72307 4.62506 0.0380 -0.0174 -0.0154 -0.0715
C -2.10452 -3.47326 4.45411 -0.0133 -0.0150 0.0425 -0.0272
C -1.41024 -3.40051 3.20163 0.0043 -0.0322 0.0191 -0.4084
N -0.33340 -4.09858 2.92384 0.1887 -0.0919 -0.2174 -0.2178
H -3.45415 -1.12212 1.59052 -0.0391 0.0201 0.0352 0.0888
H -4.61548 -1.30712 3.76283 0.0001 0.0150 -0.0286 0.1096
H -3.75932 -2.76084 5.55955 0.0173 -0.0213 0.0122 0.1051
H -1.71898 -4.13281 5.21945 -0.0192 0.0078 0.0133 0.1149

28
Properties=species:S:1:pos:R:3:forces:R:3:lowdin_charge:R:1 method="wB97M-V/def2-TZVPD" spin_multiplicity=1 lumo_energy_ev="0.719 / 0.719" gap_ha="0.2359 / 0.2359" e_homo_ev="-5.70 / -5.70" total_charge=0 de_lowest_kcal_mol=129.75
C -0.09958 0.97486 -0.29021 1.0563 -0.4915 -0.1392 -0.4407
C 1.13555 -1.09316 0.07131 0.3224 0.1849 -0.5007 -0.5065
C -0.68408 0.13238 0.66926 -1.9139 1.8457 0.1924 -0.0582
C -0.47542 0.87014 -1.73164 0.1277 -0.1521 -0.0266 -0.0144
C 2.42470 -0.47715 -0.41673 -0.0135 -0.1483 0.0085 -0.1046
C 1.30224 -1.74085 1.43289 -0.1320 0.1419 0.0421 -0.1011
N 0.61335 2.05732 0.08723 -0.2985 -0.5639 -0.1271 0.1689
N 0.59982 -1.98183 -0.93155 -0.0601 0.1169 -0.0179 0.0282
C -2.43521 1.43390 0.88889 0.5280 -0.9992 0.1813 -0.1206
C -3.56490 0.95618 0.37891 0.0035 0.0644 0.0444 -0.1585
H 0.94892 2.70507 -0.60601 0.0231 -0.0890 0.2029 0.1114
H 0.77984 2.23558 1.06493 -0.0174 0.0902 -0.1803 0.1204
H 1.30520 -2.59031 -1.34576 -0.0578 0.0832 0.0756 0.0781
H -0.14566 -2.56533 -0.56967 0.0753 0.0077 0.0064 0.0730
H -0.41742 0.22697 1.71039 0.1534 -0.2096 -0.0722 0.0867
H -1.31838 -0.67539 0.34373 0.1391 -0.1146 0.0063 0.0903
H -2.46910 2.33843 1.50685 -0.0286 -0.0831 -0.0370 0.0176
H -0.13840 -0.09299 -2.12487 0.0354 -0.0228 0.0785 0.0715
H -0.05355 1.67669 -2.33479 0.0488 -0.0219 0.1148 0.0837
H -1.56124 0.89742 -1.83848 0.0207 0.0809 0.1823 0.0852
H 3.22003 -1.23758 -0.51047 -0.0478 0.0180 0.0354 0.0779
H 2.31133 -0.01561 -1.40051 -0.0387 0.0123 0.0125 0.0697
H 2.79501 0.27971 0.27835 -0.0377 0.0075 -0.0162 0.0689
H 1.62923 -1.01777 2.18534 -0.0044 -0.0302 0.0107 0.0737
H 0.37148 -2.19611 1.78517 -0.0054 0.0740 -0.0094 0.0722
H 2.05207 -2.54746 1.39957 -0.0069 0.1239 -0.0813 0.0790
H -4.55599 1.38752 0.54819 0.1250 0.0654 -0.1129 0.0251
H -3.56983 0.05935 -0.25032 0.0040 0.0093 0.1268 0.0231